{"formula": "C35H42Cl5N5O2PRbS2", "method": "the ωB97M-V functional and the def2-TZVPD basis", "species": ["Rb", "C", "C", "C", "C", "C", "C", "C", "H", "H", "H", "H", "H", "H", "H", "H", "Cl", "C", "C", "C", "Cl", "C", "Cl", "C", "Cl", "C", "Cl", "N", "P", "N", "C", "C", "C", "C", "C", "N", "C", "C", "C", "C", "C", "N", "C", "C", "C", "C", "C", "H", "H", "H", "H", "H", "H", "H", "H", "H", "H", "H", "H", "H", "H", "H", "H", "H", "H", "H", "H", "H", "H", "H", "H", "H", "H", "H", "H", "H", "H", "O", "S", "O", "N", "C", "S", "C", "C", "C", "C", "C", "C", "H", "H", "H", "H"], "xyz": [[-0.942110, -1.239375, 1.744975], [-3.419210, 2.770225, 1.485075], [-2.717910, 2.201225, 2.682675], [-1.382610, 2.498325, 2.931675], [-0.739410, 1.991625, 4.047475], [-1.429210, 1.184825, 4.939075], [-2.761810, 0.886725, 4.703075], [-3.399810, 1.390925, 3.583275], [-3.847710, 3.746925, 1.725775], [-4.222710, 2.110725, 1.166475], [-2.724910, 2.893525, 0.656975], [-0.843010, 3.136025, 2.242475], [0.301190, 2.222825, 4.228475], [-0.926210, 0.794725, 5.812675], [-3.310510, 0.262725, 5.395775], [-4.438510, 1.149625, 3.404475], [-5.634410, -1.541275, 2.733375], [-4.702110, -2.995375, 2.585275], [-3.320510, -2.878475, 2.723975], [-2.667010, -4.104575, 2.587675], [-0.947810, -4.109075, 2.742775], [-3.292110, -5.320075, 2.337175], [-2.392410, -6.789375, 2.160775], [-4.673910, -5.356375, 2.209175], [-5.482310, -6.843675, 1.870675], [-5.392010, -4.175975, 2.340275], [-7.121810, -4.224375, 2.180575], [-1.606410, -0.629675, -0.642425], [-0.585910, -0.245275, -1.671325], [-1.133810, 0.848925, -2.945725], [-2.096110, 1.786725, -2.420525], [-3.268310, 2.010325, -3.367525], [-2.769710, 2.600225, -4.695325], [-1.317310, 2.185125, -4.956625], [-1.067110, 0.789425, -4.380825], [0.823290, 0.630825, -1.189325], [0.607590, 1.542825, -0.090425], [1.945090, 2.120225, 0.352775], [2.516690, 3.017825, -0.758025], [2.001690, 2.576125, -2.133225], [1.821990, 1.059725, -2.144125], [0.242690, -1.410175, -2.702125], [-0.755010, -2.311675, -3.267125], [-0.192010, -3.706575, -3.525425], [0.217390, -4.381075, -2.211125], [0.701990, -3.323675, -1.216825], [1.276190, -2.134775, -1.981225], [-1.629110, 2.770325, -2.221425], [-2.430710, 1.371825, -1.462725], [-4.000110, 2.678725, -2.907125], [-3.760210, 1.053925, -3.542025], [-2.837910, 3.691925, -4.676025], [-3.408310, 2.251125, -5.511525], [-0.636810, 2.882725, -4.464825], [-1.097910, 2.203225, -6.029025], [-0.085010, 0.415125, -4.687525], [-1.823110, 0.102625, -4.813725], [0.122090, 0.990125, 0.719475], [-0.063110, 2.379725, -0.359325], [2.627990, 1.293725, 0.562775], [1.823890, 2.685225, 1.279275], [3.607590, 2.967925, -0.740125], [2.235590, 4.060525, -0.586925], [2.702090, 2.871525, -2.921425], [1.040090, 3.049325, -2.346525], [2.795990, 0.595625, -1.908325], [1.519090, 0.708225, -3.132825], [-1.104610, -1.890975, -4.217925], [-1.629210, -2.374975, -2.594425], [0.675990, -3.617775, -4.187225], [-0.942510, -4.310875, -4.043125], [1.010990, -5.109175, -2.404125], [-0.630710, -4.923475, -1.787025], [1.442290, -3.743675, -0.530925], [-0.146910, -2.948375, -0.637925], [2.033990, -2.491475, -2.694825], [1.769090, -1.457675, -1.283625], [6.060590, -2.070775, 0.866075], [5.841490, -1.681175, 2.240175], [6.764590, -2.265275, 3.192175], [4.284990, -1.875975, 2.692675], [3.730390, -0.725175, 2.977575], [2.165690, -0.511575, 3.515675], [4.608090, 0.458225, 2.851575], [4.294890, 1.778925, 3.136775], [5.281790, 2.737425, 2.986075], [6.559890, 2.388525, 2.568475], [6.873790, 1.063825, 2.283375], [5.883590, 0.121025, 2.421075], [3.302390, 2.028725, 3.482575], [5.053690, 3.772625, 3.199675], [7.313890, 3.156825, 2.466875], [7.867690, 0.780425, 1.974575]], "atomic_forces_ev_per_a": [[0.16, 0.31, 0.90], [0.01, 0.02, 0.02], [-0.05, 0.02, 0.02], [0.01, 0.03, -0.06], [0.11, 0.05, 0.12], [0.02, -0.01, 0.07], [-0.02, -0.02, 0.16], [0.00, 0.07, -0.05], [-0.03, 0.02, -0.05], [-0.06, -0.03, -0.09], [0.01, 0.00, -0.12], [0.05, -0.02, -0.09], [0.08, -0.05, -0.05], [0.04, -0.08, 0.02], [0.00, -0.09, -0.03], [-0.03, -0.08, -0.06], [-0.55, 0.70, 0.07], [0.81, -0.19, 0.06], [-0.37, -0.80, -0.07], [-1.00, 0.55, 0.04], [1.06, -0.55, 0.26], [0.02, -0.09, -0.06], [0.12, -0.16, 0.00], [0.05, 0.00, -0.02], [-0.09, -0.16, -0.01], [-0.09, 0.01, -0.02], [-0.08, 0.05, 0.01], [-0.15, 0.15, -0.35], [1.10, 0.63, -1.99], [-0.08, -0.40, 0.53], [-0.38, 0.35, 0.26], [0.09, 0.09, 0.02], [-0.02, 0.04, -0.03], [-0.03, -0.21, -0.08], [0.26, -0.18, -0.19], [-0.49, -0.43, 0.51], [0.13, 0.01, 0.47], [-0.09, 0.07, -0.02], [0.01, 0.05, -0.01], [0.09, -0.16, 0.02], [0.07, 0.02, -0.37], [-0.51, 0.79, 0.56], [-0.56, -0.28, -0.52], [-0.07, 0.04, 0.06], [-0.02, -0.04, -0.01], [0.10, -0.06, 0.04], [0.54, -0.38, 0.34], [-0.03, 0.04, 0.06], [-0.13, 0.19, -0.07], [-0.04, -0.06, 0.03], [-0.06, -0.09, 0.03], [-0.05, 0.01, -0.02], [0.00, 0.05, -0.06], [0.09, 0.02, -0.02], [0.02, 0.01, 0.04], [-0.10, -0.04, 0.01], [0.10, 0.04, -0.05], [0.10, 0.33, -0.10], [-0.09, -0.02, 0.08], [-0.05, 0.00, 0.06], [0.03, -0.03, 0.06], [0.05, 0.05, 0.02], [0.04, 0.04, 0.05], [-0.07, 0.02, 0.01], [-0.03, -0.02, -0.07], [-0.07, 0.00, -0.12], [0.14, 0.04, 0.03], [-0.08, -0.05, 0.08], [0.11, -0.13, -0.15], [-0.07, -0.03, -0.04], [0.05, 0.06, -0.06], [-0.04, -0.04, 0.02], [0.01, -0.05, -0.02], [-0.06, 0.06, 0.03], [0.07, -0.07, 0.05], [0.04, 0.07, 0.11], [0.03, -0.02, -0.13], [-0.22, 0.25, 0.14], [0.68, 0.03, -0.07], [-0.33, 0.19, -0.01], [0.72, -0.19, -0.33], [-0.67, -0.17, 0.32], [-0.66, 0.00, 0.10], [0.71, 0.59, -0.19], [0.04, -0.16, -0.01], [0.00, 0.10, 0.00], [0.04, -0.09, -0.06], [0.25, 0.03, -0.07], [-0.81, -0.57, 0.21], [-0.07, -0.04, -0.02], [0.01, 0.08, 0.02], [0.08, 0.02, -0.02], [0.14, -0.02, -0.07]], "charge": -2, "lumo_energy_ev": 3.59, "e_above_lowest_kj_mol": 64.4, "spin_multiplicity": 1, "homo_ev": -2.4560, "e_tot_ev": -142751.0075, "orbital_gap_ev": 6.05, "max_force_ev_per_a": 2.4}